No. 1
Molecular formula: C3H7NO3
Method: DFT, the ωB97M-V functional and the def2-TZVPD basis

The geometry in XYZ format:
```
14
C3H7NO3, DFT the ωB97M-V functional and the def2-TZVPD basis
O -0.70 0.67 1.73
C 0.44 0.26 1.76
C 1.11 -0.26 0.52
N 0.35 0.10 -0.68
C 0.99 -0.05 -1.86
O 2.14 -0.44 -1.95
H 0.98 0.22 2.71
H 2.12 0.11 0.33
H 1.12 -1.35 0.62
H -0.65 -0.05 -0.68
H 0.51 0.26 -2.79
O -2.72 -0.17 0.00
H -3.50 0.30 -0.26
H -2.20 0.40 0.56
```

Values from the calculation:
Orbital gap in eV: 10.66
Highest occupied orbital energy in Eh: -0.367
Relative energy (zero: lowest compared OMol25 entry of this formula, charge and spin) in kcal per mole: 35.4

No. 2
Molecular formula: C3H7NO3
Method: DFT, the ωB97M-V functional and the def2-TZVPD basis

The geometry in XYZ format:
```
14
C3H7NO3, DFT the ωB97M-V functional and the def2-TZVPD basis
O -1.28 -1.28 1.08
C -0.49 -0.61 0.56
N 0.40 -0.12 -0.14
C 1.32 -0.86 -1.00
O 0.62 -1.85 -1.70
O 1.94 -0.03 -1.88
H 2.11 -1.29 -0.37
H 0.32 -2.55 -1.11
H 1.29 0.27 -2.53
C -1.26 1.63 1.43
H -0.38 1.48 0.69
H -1.29 2.71 1.57
H -1.10 1.17 2.40
H -2.21 1.33 1.00
```

Values from the calculation:
Orbital gap in eV: 11.26
Highest occupied orbital energy in Eh: -0.393
Relative energy (zero: lowest compared OMol25 entry of this formula, charge and spin) in kcal per mole: 53.7

No. 3
Molecular formula: C3H7NO3
Method: DFT, the ωB97M-V functional and the def2-TZVPD basis

The geometry in XYZ format:
```
14
C3H7NO3, DFT the ωB97M-V functional and the def2-TZVPD basis
N 2.06 0.14 -0.26
C 0.90 -0.58 -0.12
C -0.05 -0.20 0.96
C -1.11 0.16 -0.16
O -1.69 1.42 -0.01
O -2.11 -0.81 -0.14
O -0.26 0.07 -1.24
H 2.59 -0.06 -1.10
H 2.55 0.44 0.57
H 0.96 -1.65 -0.37
H -0.39 -1.02 1.59
H 0.26 0.66 1.55
H -1.05 2.06 -0.36
H -2.67 -0.65 -0.90
```

Values from the calculation:
Orbital gap in eV: 10.54
Highest occupied orbital energy in Eh: -0.356
Relative energy (zero: lowest compared OMol25 entry of this formula, charge and spin) in kcal per mole: 54.6

No. 4
Molecular formula: C3H7NO3
Method: DFT, the ωB97M-V functional and the def2-TZVPD basis

The geometry in XYZ format:
```
14
C3H7NO3, DFT the ωB97M-V functional and the def2-TZVPD basis
C 0.77 -0.26 2.84
C -0.18 0.45 1.90
O -0.16 1.65 1.76
N -1.07 -0.34 1.17
C -0.83 -1.68 0.85
O -1.65 -2.37 0.31
H 0.31 -1.18 3.21
H 1.69 -0.40 2.28
H 1.00 0.27 3.75
H -1.71 0.20 0.64
H 0.19 -1.97 1.10
O 0.41 1.64 -6.85
H 0.90 2.41 -7.04
H 0.33 1.58 -5.91
```

Values from the calculation:
Orbital gap in eV: 11.13
Highest occupied orbital energy in Eh: -0.386
Relative energy (zero: lowest compared OMol25 entry of this formula, charge and spin) in kcal per mole: 26.0

No. 5
Molecular formula: C3H7NO3
Method: DFT, the ωB97M-V functional and the def2-TZVPD basis

The geometry in XYZ format:
```
14
C3H7NO3, DFT the ωB97M-V functional and the def2-TZVPD basis
O 3.89 -0.44 -0.67
C 2.96 0.22 -1.04
C 2.29 1.39 -0.22
N 1.20 0.83 0.53
C 0.69 -0.48 0.42
O 0.54 -0.97 -0.61
H 2.52 0.17 -2.06
H 3.02 2.03 0.53
H 1.87 2.02 -1.03
H 0.82 1.34 1.29
H 0.16 -0.73 1.36
O -6.51 -1.51 0.73
H -6.13 -2.24 0.39
H -7.32 -1.63 0.38
```

Values from the calculation:
Orbital gap in eV: 10.44
Highest occupied orbital energy in Eh: -0.357
Relative energy (zero: lowest compared OMol25 entry of this formula, charge and spin) in kcal per mole: 74.6

No. 6
Molecular formula: C3H7NO3
Method: DFT, the ωB97M-V functional and the def2-TZVPD basis

The geometry in XYZ format:
```
14
C3H7NO3, DFT the ωB97M-V functional and the def2-TZVPD basis
O -0.78 1.29 -2.22
C -0.71 0.49 -1.27
O -1.31 -0.68 -1.42
N -0.15 0.78 -0.01
C -0.29 -0.25 1.07
C 0.95 -1.02 1.46
O 2.07 -0.24 1.94
H -1.35 -0.76 -2.38
H 0.26 1.67 -0.10
H -1.04 -0.93 0.81
H -0.54 0.32 2.10
H 0.53 -1.74 2.17
H 1.36 -1.69 0.66
H 2.23 -0.52 2.85
```

Values from the calculation:
Orbital gap in eV: 10.46
Highest occupied orbital energy in Eh: -0.360
Relative energy (zero: lowest compared OMol25 entry of this formula, charge and spin) in kcal per mole: 37.1

No. 7
Molecular formula: C3H7NO3
Method: DFT, the ωB97M-V functional and the def2-TZVPD basis

The geometry in XYZ format:
```
14
C3H7NO3, DFT the ωB97M-V functional and the def2-TZVPD basis
C -0.54 -1.31 -1.17
N -0.18 -0.29 -0.34
C -0.73 1.04 -0.43
C 0.23 2.00 0.30
O 0.75 1.70 1.32
O -1.46 -1.15 -1.95
H -0.04 -2.27 -1.06
H 0.48 -0.47 0.45
H -1.66 1.02 0.17
H -0.96 1.31 -1.45
H 0.29 3.01 -0.15
H 1.28 -1.38 2.56
H 1.88 -2.30 1.42
O 1.49 -1.44 1.62
```

Values from the calculation:
Charge: +1
Orbital gap (alpha / beta) in eV: 11.42 / 6.15
Spin multiplicity: 2
Highest occupied orbital energy (alpha / beta) in Eh: -0.569 / -0.561
Relative energy (zero: lowest compared OMol25 entry of this formula, charge and spin) in kcal per mole: 21.6

No. 8
Molecular formula: C3H7NO3P
Method: DFT, the ωB97M-V functional and the def2-TZVPD basis

The geometry in XYZ format:
```
15
C3H7NO3P, DFT the ωB97M-V functional and the def2-TZVPD basis
C -0.31 1.73 -0.68
C -1.01 -0.57 -1.01
C 2.75 -0.77 1.24
N -0.06 0.48 -0.56
O -2.35 -0.12 1.61
O -2.40 -0.31 -0.93
O 2.10 -1.03 0.24
P -3.29 -0.41 0.59
H -1.35 2.03 -0.85
H 0.38 2.43 -0.27
H -0.92 -0.80 -2.06
H -0.65 -1.45 -0.40
H 3.72 -1.40 1.40
H 2.49 0.10 1.88
H 0.91 0.08 -0.21
```

Values from the calculation:
Charge: +1
Orbital gap in eV: 9.91
Highest occupied orbital energy in Eh: -0.542
Relative energy (zero: lowest compared OMol25 entry of this formula, charge and spin) in kcal per mole: 19.3

No. 9
Molecular formula: C3H7NO4
Method: DFT, the ωB97M-V functional and the def2-TZVPD basis

The geometry in XYZ format:
```
15
C3H7NO4, DFT the ωB97M-V functional and the def2-TZVPD basis
C -0.20 -1.46 1.61
O 0.37 -0.80 0.49
C -0.38 0.35 0.10
O -0.63 1.22 1.19
O -1.61 -0.06 -0.46
C 0.49 1.11 -0.98
N 1.06 0.32 -1.95
O 0.64 2.33 -0.99
H 0.01 -0.89 2.52
H -1.28 -1.60 1.50
H 0.27 -2.44 1.70
H -0.35 2.10 0.87
H -1.39 -0.35 -1.36
H 1.73 0.79 -2.55
H 1.28 -0.63 -1.68
```

Values from the calculation:
Orbital gap in eV: 11.18
Highest occupied orbital energy in Eh: -0.387
Relative energy (zero: lowest compared OMol25 entry of this formula, charge and spin) in kcal per mole: 27.6

No. 10
Molecular formula: C3H7NO4
Method: DFT, the ωB97M-V functional and the def2-TZVPD basis

The geometry in XYZ format:
```
15
C3H7NO4, DFT the ωB97M-V functional and the def2-TZVPD basis
C 2.10 -0.82 0.74
C 1.68 0.50 0.02
O 0.79 1.23 0.31
O 2.50 0.88 -0.97
H 1.78 -1.77 0.26
H 3.11 -0.92 0.80
H 1.84 -0.77 1.74
H 3.19 0.19 -1.30
N -3.37 -0.20 -0.44
C -2.00 0.14 -0.32
O -1.18 -0.35 -1.05
O -1.83 1.17 0.52
H -4.05 0.24 0.21
H -3.67 -1.04 -0.96
H -0.88 1.52 0.42
```

Values from the calculation:
Orbital gap in eV: 10.33
Highest occupied orbital energy in Eh: -0.362
Relative energy (zero: lowest compared OMol25 entry of this formula, charge and spin) in kcal per mole: 17.2

Look up the relative energy (zero: lowest compared OMol25 entry of this formula, charge and spin) of the third one.
54.6 kcal per mole

Which value of relative energy (zero: lowest compared OMol25 entry of this formula, charge and spin) does entry 1 give?
35.4 kcal per mole

Look up the relative energy (zero: lowest compared OMol25 entry of this formula, charge and spin) of the first one.
35.4 kcal per mole

What did the fifth record say?
Molecular formula: C3H7NO3
Method: DFT, the ωB97M-V functional and the def2-TZVPD basis

The geometry in XYZ format:
```
14
C3H7NO3, DFT the ωB97M-V functional and the def2-TZVPD basis
O 3.89 -0.44 -0.67
C 2.96 0.22 -1.04
C 2.29 1.39 -0.22
N 1.20 0.83 0.53
C 0.69 -0.48 0.42
O 0.54 -0.97 -0.61
H 2.52 0.17 -2.06
H 3.02 2.03 0.53
H 1.87 2.02 -1.03
H 0.82 1.34 1.29
H 0.16 -0.73 1.36
O -6.51 -1.51 0.73
H -6.13 -2.24 0.39
H -7.32 -1.63 0.38
```

Values from the calculation:
Orbital gap in eV: 10.44
Highest occupied orbital energy in Eh: -0.357
Relative energy (zero: lowest compared OMol25 entry of this formula, charge and spin) in kcal per mole: 74.6